No. 1
65
Properties=species:S:1:pos:R:3:lowdin_charge:R:1 method="wB97M-V/def2-TZVPD" orbital_gap_ev="5.32 / 5.47" e_above_lowest_ev=2.500 spin_multiplicity=3 mol_weight_g_mol=737.5 total_charge=+3 s_squared=2.12 energy_ev=-72197.121
W 1.09258 -0.70994 1.23250 1.243
C 0.84611 -2.55236 3.89222 -0.063
N 1.87474 -2.29070 2.85474 -0.120
C 2.39815 -3.51586 2.20381 -0.064
C 2.81210 -3.15934 0.81456 -0.269
N 2.41159 -2.02000 0.24384 -0.053
C 2.91891 -2.02578 -1.06717 -0.205
C 2.83763 -1.08292 -2.08670 -0.025
C 3.44614 -1.40436 -3.28383 -0.033
C 4.12685 -2.61725 -3.45991 -0.024
C 4.23477 -3.54641 -2.44455 0.031
C 3.61947 -3.22321 -1.24366 -0.148
N 3.52299 -3.89859 -0.02771 0.224
C -0.06421 -1.37005 3.94531 -0.272
N -0.10938 -0.48590 2.94666 -0.050
C -1.07862 0.46970 3.29613 -0.205
C -1.49833 1.62656 2.64928 -0.039
C -2.49277 2.35791 3.26625 -0.036
C -3.04510 1.96106 4.49193 -0.023
C -2.61466 0.82842 5.15412 0.029
C -1.61603 0.09366 4.53150 -0.148
N -0.93994 -1.07038 4.89722 0.223
H 1.28829 -2.74905 4.87053 0.157
H 0.26715 -3.43545 3.61327 0.149
H 2.65786 -1.82758 3.30949 0.140
H 1.60516 -4.26527 2.15384 0.150
H 3.22652 -3.95697 2.76134 0.157
H 2.34442 -0.13347 -1.92855 0.083
H 3.41053 -0.70266 -4.10615 0.124
H 4.58894 -2.82378 -4.41543 0.130
H 4.78025 -4.47043 -2.58255 0.135
H 3.94668 -4.79513 0.17176 0.201
H -1.05102 1.94337 1.71567 0.085
H -2.85632 3.26122 2.79566 0.124
H -3.82534 2.56502 4.93432 0.129
H -3.02850 0.54039 6.11116 0.133
H -1.09286 -1.58498 5.75399 0.200
S -3.53098 0.22257 -0.00835 0.392
P -2.11870 0.85151 -1.19056 0.268
S -0.28690 -0.15777 -0.45856 0.380
C -1.78711 2.62656 -1.13293 -0.399
C -0.51450 3.16232 -1.30746 -0.107
C -0.36724 4.53767 -1.38963 -0.054
C -1.48117 5.36340 -1.30745 -0.033
C -2.74829 4.82055 -1.14120 -0.037
C -2.91146 3.44756 -1.04855 -0.083
C -2.15734 0.26796 -2.89461 -0.397
C -3.41815 0.08687 -3.45895 -0.077
C -3.51057 -0.26340 -4.79642 -0.034
C -2.36036 -0.43893 -5.55226 -0.030
C -1.10668 -0.25716 -4.98126 -0.051
C -0.99850 0.10350 -3.64900 -0.109
H 0.35476 2.51848 -1.38291 0.081
H 0.61604 4.96656 -1.52947 0.117
H -1.35883 6.43605 -1.37489 0.124
H -3.61410 5.46607 -1.08315 0.125
H -3.89726 3.02164 -0.91427 0.099
H -4.31073 0.21115 -2.85931 0.098
H -4.48433 -0.40854 -5.24378 0.125
H -2.43698 -0.72076 -6.59380 0.125
H -0.21376 -0.39291 -5.57646 0.116
H -0.01804 0.25742 -3.21173 0.071
N 3.26684 1.48521 2.04252 0.252
C 2.50672 0.65444 1.80896 -0.184
H 3.94290 2.20251 2.27058 0.152



No. 2
65
Properties=species:S:1:pos:R:3:lowdin_charge:R:1 method="wB97M-V/def2-TZVPD" orbital_gap_ev=4.57 e_above_lowest_ev=0.098 mol_weight_g_mol=654.5 total_charge=-2 energy_ev=-148071.750
Na -0.94341 -0.22300 -0.68956 -0.030
S 0.38626 -0.00849 -3.05014 0.417
C 1.84758 0.68748 -2.36012 -0.764
C 2.53433 1.65279 -3.11842 -0.195
C 3.68527 2.29143 -2.68417 -0.172
C 4.19267 1.98362 -1.42479 -0.168
C 3.54032 1.02839 -0.65788 -0.190
C 2.39119 0.34577 -1.08622 -0.745
S 1.72025 -0.88480 -0.01565 0.473
H 2.11575 1.89906 -4.08800 0.072
H 4.17223 3.02719 -3.31766 0.075
H 5.08439 2.47200 -1.04446 0.074
H 3.92550 0.77300 0.32319 0.072
C -1.53472 -5.32803 -1.08537 -0.356
As -0.76213 -3.52001 -0.87879 1.155
C 0.76773 -3.82111 -2.04995 -0.344
C 0.03339 -3.80936 0.92682 -0.355
C 1.10636 -4.84013 0.99020 -0.309
C 2.42950 -4.49613 0.69744 -0.056
C 3.42764 -5.45711 0.72355 -0.093
C 3.13416 -6.77938 1.04021 -0.128
C 1.82546 -7.13068 1.33600 -0.117
C 0.82388 -6.16771 1.31148 -0.078
H -0.78228 -6.10141 -0.91896 0.002
H -1.92458 -5.42462 -2.09964 0.004
H -2.35921 -5.46429 -0.38358 0.005
H 1.28008 -4.75599 -1.81536 0.016
H 1.43715 -2.96707 -1.95630 -0.024
H 0.38300 -3.85031 -3.07056 0.015
H -0.80909 -4.07570 1.56945 0.068
H 0.40144 -2.83130 1.23207 0.011
H 2.65747 -3.46474 0.44204 0.059
H 4.44618 -5.16948 0.49002 0.096
H 3.91885 -7.52685 1.05694 0.084
H 1.58219 -8.15638 1.59030 0.087
H -0.19661 -6.44674 1.55100 0.102
Cl -2.83979 6.04389 -1.75138 0.642
C -1.35436 5.18208 -1.44524 -0.592
C -0.21256 5.57653 -2.12556 -0.125
C 0.97411 4.89838 -1.90426 -0.073
C 1.02777 3.85245 -0.99727 -0.080
C -0.12312 3.48807 -0.32042 -0.518
Cl -0.02090 2.18234 0.80548 0.842
C -1.35196 4.12430 -0.54134 -0.301
N -2.55070 3.66123 0.05304 0.064
C -2.69395 3.71861 1.43525 -0.237
C -2.09538 4.74229 2.17202 -0.038
C -2.24066 4.80978 3.54826 -0.116
C -2.99385 3.85813 4.21644 -0.125
C -3.59837 2.84488 3.48045 -0.056
C -3.47340 2.74999 2.10219 -0.157
C -4.16175 1.63222 1.35609 -0.059
C -3.19085 0.69189 0.59760 -0.693
O -2.71806 -0.28894 1.19056 -0.024
O -2.92907 1.02556 -0.59517 -0.098
H -0.27056 6.39208 -2.83334 0.091
H 1.86581 5.16500 -2.45656 0.103
H 1.94052 3.29131 -0.83999 0.087
H -2.81572 2.74727 -0.35171 0.093
H -1.49557 5.47837 1.64966 0.111
H -1.75301 5.60729 4.09726 0.089
H -3.10346 3.89282 5.29342 0.082
H -4.17890 2.08563 3.99327 0.103
H -4.85082 2.05113 0.61643 0.119
H -4.72960 1.03551 2.06971 0.105



No. 3
64
Properties=species:S:1:pos:R:3:lowdin_charge:R:1 method="wB97M-V/def2-TZVPD" orbital_gap_ev="7.60 / 7.26" e_above_lowest_ev=0.016 spin_multiplicity=2 mol_weight_g_mol=651.9 s_squared=0.79 energy_ev=-161459.210
Mn 0.73353 -0.69059 0.02807 0.175
O -0.75141 -3.09615 -0.43770 -0.080
C -0.84078 -1.91137 -0.11182 -0.387
C -2.22378 -1.36203 0.17656 -0.198
C -3.31630 -2.14911 0.52294 -0.019
C -4.53016 -1.54498 0.80460 -0.073
C -4.66131 -0.15905 0.73048 -0.078
C -3.57879 0.62797 0.36956 -0.073
C -2.35930 0.01882 0.09156 -0.292
P -0.81553 0.84121 -0.40856 1.045
C -0.90010 2.43848 0.48030 -0.314
C -1.31125 3.62908 -0.11257 -0.082
C -1.37431 4.79951 0.63305 -0.082
C -1.03072 4.79109 1.97635 -0.088
C -0.62582 3.60631 2.57714 -0.074
C -0.55941 2.43932 1.83302 -0.074
C -1.07819 1.33903 -2.14138 -0.376
C -0.02212 1.97603 -2.79381 -0.142
C -0.14080 2.35240 -4.12087 -0.080
C -1.31309 2.08248 -4.81630 -0.086
C -2.36114 1.43748 -4.17874 -0.078
C -2.24623 1.06792 -2.84414 -0.068
H -3.19163 -3.22352 0.57664 0.114
H -5.38337 -2.14753 1.09086 0.101
H -5.61303 0.30444 0.95830 0.101
H -3.67880 1.70598 0.31205 0.110
H -1.58082 3.65031 -1.16086 0.101
H -1.69333 5.71935 0.15949 0.102
H -1.07852 5.70475 2.55492 0.101
H -0.35789 3.58985 3.62602 0.105
H -0.25175 1.51503 2.30502 0.089
H 0.90140 2.16801 -2.25767 0.110
H 0.68448 2.84637 -4.61740 0.104
H -1.40436 2.36955 -5.85605 0.101
H -3.27297 1.21825 -4.71948 0.103
H -3.06748 0.56089 -2.35380 0.102
Cl 3.94877 0.91256 6.39202 0.642
C 2.96954 0.41533 5.04111 -0.677
C 1.71987 -0.19009 5.28414 -0.091
C 0.92821 -0.59101 4.24780 0.004
C 1.32611 -0.40988 2.89000 -0.345
O 0.52862 -0.78530 1.95531 -0.123
C 2.59409 0.20121 2.67044 -0.130
C 3.10877 0.41040 1.35957 -0.167
O 2.54503 0.13833 0.28885 -0.107
C 3.39737 0.60335 3.76437 -0.069
H 1.39573 -0.33218 6.30694 0.107
H -0.03373 -1.05396 4.42433 0.121
H 4.11428 0.85137 1.29745 0.135
H 4.35823 1.06580 3.57246 0.114
C 0.83122 -4.41383 -2.72539 -0.238
As 1.99989 -3.04104 -2.06392 0.754
C 2.43709 -3.47092 -0.24054 -0.227
C 3.64179 -3.26452 -3.05038 -0.260
S 1.26087 -1.07713 -2.30872 0.322
H 1.31364 -5.38608 -2.62976 0.041
H 0.61866 -4.20161 -3.77159 0.041
H -0.08238 -4.37026 -2.13779 0.017
H 2.93075 -4.44136 -0.19901 0.045
H 1.50468 -3.49821 0.32202 0.028
H 3.10408 -2.70067 0.14583 0.036
H 4.00744 -4.28599 -2.95111 0.036
H 4.37647 -2.56183 -2.66285 0.036
H 3.44997 -3.03811 -4.09739 0.036



No. 4
73
Properties=species:S:1:pos:R:3:lowdin_charge:R:1 method="wB97M-V/def2-TZVPD" orbital_gap_ev=6.89 e_above_lowest_ev=0.000 mol_weight_g_mol=755.0 total_charge=-1 energy_ev=-125993.979
Ca 0.74254 0.48101 0.89722 1.012
S -1.89923 -1.10434 -1.07062 0.526
C -3.33735 -0.35399 -0.43186 -0.728
C -4.57718 -0.57579 -1.08069 -0.148
C -5.75362 0.03256 -0.68056 -0.106
C -5.76675 0.90539 0.40503 -0.119
C -4.58056 1.14452 1.07110 -0.137
C -3.38622 0.52510 0.67986 -0.538
S -1.96837 0.99881 1.65059 0.869
C -1.93487 -0.32546 2.90144 -0.375
C -1.23096 -1.62561 2.56361 -0.333
C -1.55594 -2.74512 3.31586 -0.028
C -0.83138 -3.90412 3.13391 -0.048
C 0.17477 -3.91706 2.18590 -0.025
C 0.41620 -2.77161 1.44182 -0.321
C 1.44304 -2.90228 0.32740 -0.358
S 2.00555 -1.42741 -0.59113 0.899
C 3.66926 -1.13354 0.03052 -0.510
C 4.54803 -2.22487 0.01415 -0.137
C 5.86124 -2.10651 0.42134 -0.116
C 6.32289 -0.85316 0.81714 -0.109
C 5.47781 0.23848 0.79403 -0.137
C 4.11795 0.15563 0.40483 -0.704
S 3.18202 1.63932 0.36617 0.513
N -0.27763 -1.64587 1.62665 0.008
H -4.57401 -1.24349 -1.93600 0.084
H -6.67102 -0.16658 -1.22415 0.095
H -6.68523 1.38789 0.72149 0.091
H -4.55625 1.81923 1.91910 0.092
H -2.96254 -0.52414 3.19175 0.085
H -1.41265 0.10170 3.76290 0.078
H -2.34180 -2.68101 4.05958 0.118
H -1.04264 -4.78497 3.72888 0.107
H 0.76324 -4.80943 2.01059 0.117
H 0.98833 -3.52522 -0.44108 0.084
H 2.32395 -3.40771 0.70860 0.070
H 4.18793 -3.18325 -0.34606 0.096
H 6.51747 -2.96909 0.40790 0.091
H 7.35491 -0.73162 1.13324 0.096
H 5.84129 1.21697 1.08392 0.089
F 3.22981 -2.44684 3.31757 0.115
C 3.31728 -1.40318 4.16788 -0.648
F 3.29492 -1.88844 5.41430 0.126
F 4.48348 -0.79486 3.96662 0.142
S 1.90131 -0.26297 3.87330 0.509
O 2.25769 1.00385 4.44481 -0.270
O 0.79656 -0.95355 4.48569 -0.275
O 1.87982 -0.27100 2.39460 -0.577
N -2.85337 0.58516 -4.09946 0.189
C -2.98556 1.92345 -4.12870 -0.503
O -3.31007 2.54206 -5.14075 0.018
C -2.69970 2.66969 -2.85083 -0.107
C -3.27817 3.92061 -2.70936 -0.016
C -3.00226 4.66628 -1.58123 -0.063
C -2.14108 4.13305 -0.63681 -0.145
N -1.54871 2.94215 -0.75088 0.066
C -1.83504 2.21844 -1.84941 -0.108
H -3.08597 0.08438 -4.93833 0.107
H -2.62874 0.04129 -3.26280 0.020
H -3.92066 4.29037 -3.50023 0.117
H -3.43003 5.65132 -1.44230 0.098
H -1.90826 4.68928 0.26864 0.105
H -1.33458 1.26504 -1.94225 0.029
C 1.57669 0.09263 -3.74878 -0.029
C 1.68009 1.27329 -2.81340 -0.514
C 2.62668 2.37437 -3.21642 -0.027
O 1.04270 1.33238 -1.78838 -0.081
H 2.54539 -0.41999 -3.78745 0.086
H 1.33371 0.43967 -4.75881 0.085
H 0.81564 -0.60247 -3.40018 0.067
H 2.27428 2.84408 -4.14148 0.085
H 3.61850 1.94896 -3.40084 0.089
H 2.69549 3.10816 -2.41869 0.067



No. 5
75
Properties=species:S:1:pos:R:3:lowdin_charge:R:1 method="wB97M-V/def2-TZVPD" orbital_gap_ev="8.39 / 8.06" spin_multiplicity=5 mol_weight_g_mol=781.8 s_squared=6.01 energy_ev=-138617.190
Fe -0.07256 -0.22780 0.41039 0.901
O -3.34624 1.41884 -0.87430 0.071
C -2.14397 1.43884 -0.70582 -0.588
O -1.36904 0.38342 -0.80695 -0.143
C -1.44617 2.73500 -0.39281 -0.059
C -2.03622 3.89489 -0.83275 0.072
C -1.38999 5.11158 -0.67882 -0.142
C -0.13147 5.17041 -0.14175 0.062
C 0.43814 4.02657 0.38217 -0.059
C -0.22594 2.75685 0.34921 -0.276
O 0.20983 1.70762 0.94864 -0.135
N 1.74978 4.21804 1.01709 -0.329
O 2.09889 3.46122 1.90870 0.051
O 2.42962 5.15730 0.63428 0.070
N -2.06347 6.35618 -1.06735 -0.349
O -1.48438 7.40973 -0.85876 0.067
O -3.17132 6.26867 -1.56534 0.076
H -3.00072 3.84353 -1.31910 0.138
H 0.40447 6.10565 -0.09322 0.134
C 2.85536 0.62979 0.87974 -0.137
C 4.25453 0.24542 1.42977 -0.127
N 4.37811 -1.21474 1.53584 -0.161
C 3.38025 -1.72083 2.47189 -0.144
C 1.96306 -1.33955 1.97343 -0.159
N 2.06198 -0.60879 0.67600 -0.230
C 2.75370 -1.47126 -0.31538 -0.128
C 4.16915 -1.82586 0.22117 -0.143
H 2.93264 1.13374 -0.08354 0.131
H 2.31091 1.29106 1.54002 0.076
H 4.42072 0.67681 2.41583 0.122
H 5.04285 0.60769 0.77110 0.120
H 3.57754 -1.29592 3.45531 0.121
H 3.49090 -2.80302 2.54084 0.119
H 1.45390 -0.68658 2.68421 0.112
H 1.35348 -2.23287 1.81295 0.108
H 2.81549 -0.91551 -1.25016 0.121
H 2.14978 -2.36261 -0.49205 0.117
H 4.94118 -1.45581 -0.45310 0.119
H 4.29577 -2.90374 0.31654 0.117
Cl 0.97475 5.36806 5.98228 0.694
C -0.39477 4.35478 5.65922 -0.667
C -0.22867 3.16704 4.98031 -0.094
C -1.34636 2.39954 4.68130 -0.016
C -2.63469 2.78192 5.05441 -0.164
C -3.90782 2.03730 4.68110 -0.283
C -3.86142 0.53563 4.33927 -0.022
N -2.73844 -0.09533 3.62435 -0.063
C -1.97108 -1.10718 4.16586 -0.044
C -1.09522 -1.48333 3.20111 -0.117
N -1.31763 -0.71429 2.07415 0.010
C -2.31567 0.09934 2.36629 -0.116
O -4.73019 2.73336 3.75977 -0.112
C -4.16872 3.32500 2.58648 -0.126
C -3.47633 4.62798 2.85798 -0.318
C -4.14479 5.77761 3.14410 -0.986
Cl -5.84826 5.97091 3.23291 0.677
S -3.10269 7.10573 3.41670 1.018
C -1.72350 6.13140 3.13466 -0.400
C -2.06557 4.84983 2.84725 -0.160
C -2.74805 3.97583 5.78035 -0.572
Cl -4.29108 4.54288 6.33589 0.774
C -1.65106 4.76114 6.07647 -0.134
H 0.75542 2.85908 4.64672 0.112
H -1.17940 1.49793 4.11339 0.100
H -4.53475 2.03518 5.57036 0.126
H -4.77376 0.34448 3.77876 0.145
H -3.92891 -0.00321 5.27980 0.129
H -2.12470 -1.46857 5.17034 0.128
H -0.34043 -2.25196 3.23713 0.097
H -2.75334 0.80577 1.67391 0.129
H -5.03110 3.50963 1.95196 0.129
H -3.50311 2.64092 2.05373 0.108
H -0.73428 6.56950 3.19126 0.080
H -1.34331 4.07053 2.62947 0.111
H -1.77820 5.69085 6.61574 0.113



No. 6
69
Properties=species:S:1:pos:R:3:lowdin_charge:R:1 method="wB97M-V/def2-TZVPD" orbital_gap_ev="5.20 / 5.15" e_above_lowest_ev=0.334 spin_multiplicity=2 mol_weight_g_mol=624.6 s_squared=0.76 energy_ev=-96477.019
Co 0.03598 0.64790 -1.02809 0.419
O 5.08392 -3.73388 0.09424 -0.029
C 5.09209 -2.86509 -0.79207 -0.692
O 6.03773 -2.42304 -1.47146 -0.038
C 3.80629 -2.02103 -0.88250 -0.066
C 3.74571 -0.94228 -1.78048 0.074
C 2.59956 -0.19121 -1.81352 -0.171
N 1.55835 -0.48218 -1.02373 0.049
C 1.57466 -1.49273 -0.16299 -0.166
C 2.71659 -2.29079 -0.07712 0.081
C 0.33068 -1.63042 0.59860 -0.167
C 0.14149 -2.56569 1.57442 0.001
C -0.96818 -2.76888 2.43493 -0.093
C -2.11332 -2.03559 2.49841 -0.099
C -2.28512 -0.83625 1.67557 -0.202
N -0.60134 -0.58997 0.33276 -0.098
C 2.32977 0.99885 -2.65222 -0.167
C 3.23446 1.52306 -3.56455 0.019
C 2.87914 2.64844 -4.28427 -0.040
C 1.63665 3.23056 -4.07929 -0.044
C 0.78822 2.65646 -3.15102 -0.097
N 1.12441 1.56896 -2.45683 0.044
H 4.62473 -0.76270 -2.38297 0.118
H 2.80985 -3.12860 0.60060 0.120
H 0.96137 -3.26092 1.70371 0.109
H -0.86969 -3.60094 3.12150 0.109
H -2.88257 -2.26921 3.22025 0.106
H -3.22904 -0.31076 1.82795 0.147
H 4.19444 1.04781 -3.69907 0.121
H 3.56942 3.06991 -5.00258 0.115
H 1.32142 4.10907 -4.62248 0.108
H -0.19234 3.06164 -2.93959 0.105
C -3.82827 -4.19503 0.18753 -0.071
C -4.30272 -2.76374 0.00152 -0.226
N -3.57593 -2.08030 -1.06256 0.003
C -2.35776 -1.50821 -0.97153 -0.749
S -1.41225 -1.27968 -2.36951 0.693
N -1.93454 -1.05972 0.21048 0.008
N -1.16942 0.14630 1.64384 0.056
C -0.34118 0.54638 2.63202 -0.251
C -0.69277 0.27646 4.06503 -0.038
C 0.77400 1.35758 2.22450 -0.207
C 1.73834 1.77752 3.17280 -0.016
C 2.77145 2.59334 2.79472 -0.069
C 2.86223 3.01472 1.46725 -0.071
C 1.91340 2.54649 0.58921 -0.143
N 0.89874 1.73374 0.91375 0.075
H -4.40429 -4.69420 0.96720 0.078
H -2.77722 -4.21041 0.47539 0.068
H -3.94168 -4.76659 -0.73392 0.077
H -4.19091 -2.20310 0.92580 0.085
H -5.36174 -2.71934 -0.25614 0.117
H -3.76015 -2.39311 -2.00475 0.112
H -1.14047 -0.71304 4.16243 0.059
H -1.41945 0.99749 4.45370 0.082
H 0.17062 0.31467 4.72666 0.063
H 1.67039 1.45224 4.19808 0.097
H 3.50869 2.90035 3.52525 0.109
H 3.65195 3.66322 1.12004 0.099
H 1.96948 2.82640 -0.45642 0.094
N -3.03738 3.31378 -0.29392 0.077
C -3.49083 2.88977 -1.52345 -0.076
C -2.58576 1.97499 -1.95271 -0.135
N -1.59107 1.84116 -1.00634 -0.007
C -1.89451 2.65653 -0.02425 -0.148
H -3.47324 3.98965 0.30859 0.156
H -4.39902 3.26100 -1.95780 0.113
H -2.58436 1.37193 -2.84314 0.085
H -1.31770 2.78026 0.87452 0.121